[1]
Molecular formula: C24H51BrGeN2O2PbSSi3
Method: DFT, ωB97M-V with the def2-TZVPD basis set

XYZ file:
```
86
Properties=species:S:1:pos:R:3:forces:R:3:lowdin_charge:R:1
Pb -0.569 -0.100 -0.910 0.1 0.1 0.0 1.19
Br 7.275 2.233 -1.151 -0.2 -0.2 0.1 0.85
Ge -0.671 0.488 1.886 0.5 0.0 0.6 0.76
S 1.147 3.453 1.028 0.2 -0.1 -0.4 0.71
Si -4.526 -1.399 2.195 0.2 -0.2 -0.3 0.93
Si 0.465 -0.708 4.154 -0.4 0.0 0.1 0.56
Si -1.766 3.017 2.895 -0.5 0.3 0.0 0.58
O 1.003 0.354 0.895 -0.2 0.1 -0.5 -0.63
O 2.196 -0.669 2.436 0.1 0.5 0.0 -0.04
N -1.031 -4.701 -0.946 0.0 0.1 -0.1 -0.05
N -1.142 -2.370 -0.924 -0.1 0.2 0.0 -0.10
C 5.790 0.811 0.820 0.1 0.0 0.0 -0.08
C 3.407 0.445 0.723 0.0 0.1 -0.1 -0.15
C 4.636 0.291 1.371 -0.1 -0.1 0.1 0.01
C 0.892 -2.518 3.936 0.2 0.2 0.1 -0.17
C 3.364 1.074 -0.525 -0.1 -0.1 0.1 -0.03
C -5.505 -0.740 3.609 0.3 0.0 -0.2 -0.14
C -3.528 -4.669 -1.229 0.1 0.0 0.0 -0.05
C -3.341 -2.820 2.322 -0.2 0.3 0.3 -0.16
C -0.454 -5.952 -0.418 0.0 -0.2 0.3 -0.17
C 4.517 1.571 -1.094 0.0 0.1 -0.1 -0.10
C -4.672 -0.701 0.483 -0.1 0.2 0.4 -0.16
C 1.339 5.002 0.108 -0.1 -0.1 0.2 -0.35
C 2.520 3.654 2.185 -0.1 0.0 -0.2 -0.34
C -1.216 -0.645 5.030 0.3 0.0 -0.1 -0.22
C 0.668 -3.434 0.265 0.0 0.0 -0.1 0.02
C -2.155 -4.821 -1.884 -0.3 0.1 0.1 -0.17
C -0.576 -3.513 -0.571 0.1 -0.1 0.1 -0.41
C -0.907 4.631 3.269 0.0 -0.3 -0.1 -0.20
C -1.032 -6.358 0.937 0.0 0.1 -0.2 -0.05
C 5.724 1.464 -0.407 0.2 0.1 -0.1 -0.66
C -2.698 2.451 4.427 0.3 -0.1 -0.2 -0.21
C 1.593 0.552 4.955 0.0 -0.3 -0.2 -0.16
C 2.197 0.005 1.420 0.1 -0.5 0.1 -0.52
C -2.940 2.979 1.417 0.4 0.1 0.1 -0.22
H 1.169 1.556 4.885 -0.1 0.0 0.0 0.03
H 0.937 -2.977 4.928 -0.1 0.0 0.0 0.06
H 2.576 0.550 4.492 0.0 0.0 0.0 0.03
H -5.411 -1.271 -0.093 0.0 -0.1 0.0 0.07
H -2.091 -5.802 -2.346 0.1 0.0 0.0 0.13
H -6.374 -1.383 3.795 0.0 -0.1 0.0 0.07
H -0.083 4.499 3.972 0.0 0.0 0.0 0.04
H 0.831 -2.409 0.594 0.0 0.0 0.1 0.05
H -0.660 -6.738 -1.139 0.0 0.1 -0.1 0.13
H -5.884 0.263 3.404 0.0 0.0 -0.1 0.06
H 0.133 -3.050 3.361 -0.1 0.0 0.0 0.02
H -1.077 -0.959 6.070 0.0 0.0 0.0 0.06
H 4.493 2.052 -2.062 0.0 0.0 0.0 0.11
H -3.204 1.492 4.316 0.0 0.0 0.0 0.00
H 1.521 -3.749 -0.339 0.0 0.0 0.0 0.12
H 1.861 -2.650 3.458 -0.1 -0.1 0.1 0.04
H 2.569 2.774 2.824 0.0 0.0 0.0 0.03
H 0.509 5.074 -0.591 0.0 0.1 0.0 0.04
H -3.858 -3.759 2.094 -0.1 0.0 0.0 0.06
H -3.613 -3.725 -0.684 0.0 0.0 0.0 0.04
H -2.919 -2.922 3.323 -0.1 0.0 0.0 0.04
H -2.066 2.417 5.316 0.0 0.0 0.0 0.05
H -1.621 0.363 5.042 0.1 -0.1 0.1 -0.03
H 4.676 -0.227 2.320 0.0 0.1 0.0 0.13
H -3.715 -5.488 -0.537 0.0 0.0 0.0 0.08
H -3.824 2.384 1.656 0.0 0.0 0.0 0.02
H -0.526 5.118 2.376 0.0 0.0 0.0 0.01
H 2.369 4.547 2.790 0.0 0.0 0.1 0.05
H -1.957 -1.313 4.585 0.0 0.0 0.0 0.00
H -2.482 2.586 0.509 0.0 0.1 0.0 -0.01
H -3.275 3.998 1.204 0.0 0.0 0.0 0.06
H -3.466 3.209 4.617 0.0 0.1 -0.1 0.06
H 0.635 -4.084 1.136 0.0 0.0 0.0 0.08
H -1.639 5.294 3.742 -0.1 -0.1 0.1 0.06
H -4.302 -4.692 -1.996 0.0 0.0 0.0 0.09
H -4.925 -0.716 4.534 0.0 -0.1 0.0 0.05
H 2.282 4.978 -0.435 0.0 0.0 0.0 0.05
H 1.719 0.315 6.015 -0.1 0.0 0.0 0.06
H -0.853 -5.599 1.701 0.0 0.0 0.0 0.06
H -5.006 0.338 0.483 -0.1 0.0 0.0 0.05
H 0.629 -5.861 -0.358 0.0 0.0 -0.1 0.12
H -2.027 -4.094 -2.690 0.1 0.0 0.0 0.13
H 1.328 5.850 0.790 0.0 0.0 0.0 0.05
H -2.105 -6.535 0.866 0.0 0.0 0.0 0.07
H -2.525 -2.700 1.604 -0.1 0.1 -0.1 0.02
H -3.713 -0.757 -0.038 -0.1 -0.2 0.1 0.00
H -0.558 -7.283 1.261 0.0 0.0 0.0 0.10
H 6.736 0.719 1.334 0.0 0.0 0.0 0.12
H 2.425 1.174 -1.049 0.0 0.1 0.0 0.09
H 3.445 3.741 1.617 0.0 0.0 0.1 0.05
H -1.939 -2.492 -1.543 0.1 -0.1 0.0 0.03
```
Forces are in eV/Å.

2S+1: 2
Expectation value of S²: 0.760
Total charge: +3
HOMO level (spin up / spin down) (eV): -15.27 / -15.25
Relative energy (zero: lowest compared OMol25 entry of this formula, charge and spin) (kJ/mol): 287.5
Orbital gap (spin up / spin down) (eV): 5.7 / 5.2

=====

[2]
Molecular formula: C5H6CuO5
Method: DFT, ωB97M-V with the def2-TZVPD basis set

XYZ file:
```
17
Properties=species:S:1:pos:R:3:forces:R:3:lowdin_charge:R:1
Cu -0.210 -0.885 -1.473 0.7 0.1 0.2 0.56
O 3.607 -0.265 -1.510 -1.0 0.3 -0.1 0.08
O 1.744 -1.346 -2.201 -1.1 -0.2 -0.3 -0.01
O 1.462 0.640 -1.221 0.0 -0.3 -0.6 -0.14
O -2.484 -1.314 -0.714 0.6 0.0 1.9 0.11
O 0.040 -0.216 0.879 -0.3 -0.2 0.0 0.01
C 1.221 0.402 1.143 0.3 0.1 0.2 -0.26
C 2.419 -0.424 -1.713 0.8 0.4 1.2 -0.68
C -4.181 -0.598 0.899 1.0 0.7 1.1 0.02
C 1.693 1.301 -0.007 0.2 0.0 -0.2 -0.20
C -3.124 -1.004 0.233 -1.4 0.2 -3.0 -0.22
H 2.747 1.582 0.120 -0.2 -0.2 0.0 0.13
H 1.942 -0.444 1.277 -0.1 0.2 -0.2 0.17
H -5.134 -0.519 0.375 0.4 -0.3 0.0 0.08
H -4.042 -0.050 1.831 -0.2 -0.5 -0.1 0.07
H 1.091 2.221 -0.036 0.1 -0.2 0.1 0.13
H 1.209 0.920 2.118 -0.1 -0.1 -0.1 0.13
```
Forces are in eV/Å.

2S+1: 2
Expectation value of S²: 0.755
HOMO level (spin up / spin down) (eV): -9.14 / -9.12
Orbital gap (spin up / spin down) (eV): 8.6 / 6.6